The ion C14H23BrNO2 with charge +1. Source: OMol25; level of theory: ωB97M-V/def2-TZVPD.

XYZ file:
```
41
Properties=species:S:1:pos:R:3:mulliken_charge:R:1
Br -2.676 1.825 -0.037 -0.1409
O 3.262 0.719 -0.051 -0.3075
O -1.066 -2.717 -0.129 -0.4355
N 1.254 -2.114 -1.196 0.1360
C -2.384 -2.177 0.002 -0.2002
C 0.039 2.293 0.769 -0.7110
C -0.412 -3.014 1.100 -0.4204
C -0.790 1.541 -0.047 -0.5915
C 1.659 -0.786 -1.729 -1.2518
C 1.401 2.057 0.775 -0.6178
C 4.210 1.518 0.653 -0.3943
C 1.851 -2.458 0.119 -0.3893
C 0.998 -3.524 0.798 -1.0009
C 1.105 0.308 -0.859 0.6600
C 5.593 0.977 0.332 -1.4070
C -0.257 0.562 -0.868 -0.1215
C -3.409 -3.180 0.506 -1.4120
C 1.954 1.055 -0.023 0.4606
H -3.370 -4.090 -0.088 0.3280
H 1.469 -2.850 -1.874 0.4241
H 1.468 -3.817 1.735 0.4208
H -4.399 -2.745 0.412 0.4287
H -2.647 -1.859 -1.010 0.3464
H -0.372 -2.108 1.721 0.3110
H 0.207 -2.146 -1.014 0.3804
H 4.124 2.561 0.330 0.4143
H -0.968 -3.783 1.646 0.4011
H 2.028 2.656 1.414 0.4327
H 1.269 -0.693 -2.745 0.4524
H -2.351 -1.298 0.657 0.2810
H 2.878 -2.798 -0.019 0.3968
H 2.749 -0.724 -1.750 0.4920
H 6.342 1.570 0.847 0.4155
H 5.680 -0.057 0.656 0.3199
H 1.864 -1.550 0.725 0.2278
H 4.016 1.458 1.731 0.4015
H 5.778 1.028 -0.737 0.3286
H -3.246 -3.431 1.551 0.3698
H -0.908 0.006 -1.526 0.7577
H -0.375 3.064 1.399 0.4457
H 0.928 -4.410 0.166 0.3687
```

Values from the calculation:
Largest force on an atom   0.78 eV/Å
SMILES   CCOCCC[NH2+]Cc1cc(Br)ccc1OCC
Relative energy (zero: lowest compared OMol25 entry of this formula, charge and spin)   0.006 eV
E_LUMO   -2.6 eV
Net charge   +1
HOMO-LUMO gap   8.974 eV



A cluster of 3 separate species, C14H23Cl4N2O2P in total. Source: OMol25; level of theory: ωB97M-V/def2-TZVPD.

XYZ file:
```
46
Properties=species:S:1:pos:R:3:mulliken_charge:R:1
Cl 1.343 4.644 -4.657 -0.1758
Cl 3.119 1.716 -2.695 -0.1865
Cl 4.199 1.582 0.534 -0.1594
Cl 0.266 4.236 -1.455 -0.1702
P 1.113 -1.491 1.136 -0.0266
O -4.592 1.599 1.158 -0.4141
O -3.662 -0.001 2.456 -0.3303
N -2.704 -5.220 1.318 -0.4920
N 0.738 -4.314 3.599 -0.4933
C -2.173 -2.002 2.291 -0.6779
C 0.420 -3.740 2.688 -0.2202
C 0.040 3.566 -4.096 -0.4106
C 0.081 -3.045 1.373 1.1382
C -2.122 -4.261 1.252 -0.0880
C -0.724 4.154 -2.933 -0.4154
C 0.550 -4.053 0.232 -1.7790
C 3.492 3.097 -1.630 -0.2668
C 1.253 -0.998 -0.657 -0.7605
C -2.993 -0.897 1.559 -0.6827
C -4.694 0.567 1.697 0.1755
C 0.556 -0.074 2.210 -0.8665
C 4.636 2.801 -0.690 -0.5255
C -1.466 -2.866 1.184 0.0042
H 3.751 3.934 -2.278 0.3956
H -5.624 -0.049 1.623 0.4125
H -2.925 -2.640 2.808 0.4938
H -0.633 3.415 -4.940 0.3501
H 0.485 2.606 -3.837 0.2144
H 1.613 -3.851 -0.023 0.4753
H 2.182 -0.388 -0.736 0.1488
H 5.513 2.443 -1.226 0.3479
H -1.587 3.528 -2.703 0.2823
H -3.778 -1.442 0.967 0.4076
H 0.423 -0.314 -0.951 0.2728
H -1.696 -2.438 0.187 0.6160
H -0.027 -3.751 -0.674 0.3879
H -0.394 0.381 1.843 0.2113
H 0.354 -5.103 0.504 0.4467
H -1.502 -1.619 3.081 0.3115
H 2.585 3.357 -1.088 0.0467
H 1.358 0.695 2.144 0.3306
H -1.083 5.158 -3.155 0.3433
H 4.913 3.707 -0.151 0.3371
H 1.348 -1.866 -1.341 0.4324
H 0.400 -0.372 3.269 0.3277
H -2.351 -0.389 0.801 0.2310
```

Values from the calculation:
Largest force on an atom   5.20 eV/Å
SMILES   CP(C)[C@@](C)(C#N)[C@@H](C#N)CCOC=O.ClCCCl.ClCCCl
E_LUMO   0.2 eV
Net charge   0
HOMO-LUMO gap   8.402 eV



A structure of composition C14H23ClN5OSTi. Source: OMol25; level of theory: ωB97M-V/def2-TZVPD.

XYZ file:
```
46
Properties=species:S:1:pos:R:3:mulliken_charge:R:1
Ti 0.336 -1.369 -0.218 0.6778
Cl 2.390 -2.189 0.630 -0.0174
S 0.875 -1.640 -2.621 -0.3695
O -0.524 -1.724 1.441 -0.5559
N 0.022 -3.445 -0.988 0.0248
N -0.388 -1.533 3.756 0.0833
N -0.729 0.303 -0.702 -0.6139
N -0.224 2.616 -1.326 0.1083
N 0.005 -4.123 -3.199 -0.0063
C -0.248 -2.194 2.630 0.2171
C -0.483 1.408 -1.042 0.6041
C -0.133 3.603 -0.145 -0.7761
C -0.769 -5.213 -2.910 -0.0377
C -0.809 -0.102 3.841 -0.7348
C -1.204 -5.438 -1.624 -0.8069
C -0.401 5.045 -0.662 -0.7684
C 1.981 -0.492 0.631 -0.4904
C 0.305 -3.198 -2.264 0.5179
C -0.712 -4.539 -0.656 0.1544
C -0.435 -2.281 5.012 -0.8205
C 1.042 4.218 -2.586 -0.5211
C 0.669 5.404 -1.641 -0.6205
C -0.078 3.219 -2.707 -0.6718
H -0.810 3.323 0.615 0.5773
H 0.234 -3.907 -4.176 0.3331
H -0.576 0.410 2.869 0.1607
H 1.867 3.627 -2.173 0.2502
H 0.480 6.237 -2.339 0.3281
H 1.553 5.750 -1.072 0.2976
H -1.339 5.127 -1.217 0.3221
H 0.195 -1.797 5.809 0.3248
H 1.724 -0.026 1.564 0.3564
H 1.214 4.553 -3.608 0.4081
H -1.828 0.005 4.122 0.3647
H 0.251 -3.159 2.740 0.3542
H 2.684 0.153 0.094 0.4972
H -1.051 3.625 -2.984 0.3607
H 0.859 3.512 0.265 0.3956
H -1.899 -6.262 -1.369 0.4179
H -1.017 -4.540 0.417 0.3516
H -1.028 -5.830 -3.758 0.4571
H 0.158 2.443 -3.462 0.4175
H -0.189 0.227 4.684 0.3727
H -0.044 -3.206 4.783 0.3287
H -0.480 5.745 0.187 0.3799
H -1.446 -2.346 5.357 0.3674
```

Values from the calculation:
Largest force on an atom   2.58 eV/Å
Relative energy (zero: lowest compared OMol25 entry of this formula, charge and spin)   0.565 eV
E_LUMO   -10.7 eV
Net charge   +3
HOMO-LUMO gap   7.632 eV



A structure of composition C14H23F5O11SV. Source: OMol25; level of theory: ωB97M-V/def2-TZVPD.

XYZ file:
```
55
Properties=species:S:1:pos:R:3:mulliken_charge:R:1
V -4.241 8.478 7.947 1.4235
S -2.961 5.312 8.900 1.0453
F -3.970 7.162 6.149 -0.7914
F -4.617 9.768 6.262 -0.7634
F -0.529 6.358 8.992 -0.2118
F -0.632 4.250 9.559 -0.2380
F -1.297 5.879 10.939 -0.2204
O -3.772 9.990 11.916 -0.3603
O -8.566 7.387 7.067 -0.3248
O -6.536 7.754 7.776 -0.7415
O -3.500 6.676 9.048 -0.1819
O -2.531 9.956 13.772 -0.4012
O -9.783 11.981 8.400 -0.6495
O -2.057 9.048 8.059 -0.7288
O -3.658 4.338 9.723 -0.7088
O -4.747 9.291 9.232 -0.1511
O -2.817 4.838 7.551 -0.6577
O -8.185 12.992 9.531 -0.3681
C -1.723 9.984 9.040 -0.2362
C -8.599 12.084 8.618 0.3937
C -7.281 7.016 7.190 0.2570
C -6.767 12.971 9.607 -0.3275
C -2.981 7.902 12.644 -0.8097
C -1.213 5.452 9.676 0.5136
C -3.159 9.376 12.758 0.5390
C -7.420 11.349 7.977 0.0753
C -3.923 11.653 14.848 -1.1387
C -7.078 5.623 6.768 -0.2353
C -2.678 11.336 14.035 -0.1564
C -8.361 5.286 5.981 -0.5953
C -6.399 12.481 8.202 -0.5457
C -9.375 6.307 6.594 -0.4851
H -0.906 10.693 8.817 0.3374
H -9.645 5.832 7.546 0.2691
H -3.984 12.682 15.201 0.3721
H -4.844 11.458 14.293 0.2820
H -6.438 12.299 10.403 0.2346
H -2.615 10.559 9.310 -0.0434
H -7.121 5.066 7.709 0.2227
H -6.440 13.996 9.789 0.3233
H -7.275 10.534 8.692 -0.0967
H -2.701 11.908 13.105 0.2647
H -4.035 10.973 15.697 0.2935
H -5.343 12.237 8.079 0.2873
H -8.692 4.254 6.106 0.2980
H -1.951 7.676 12.373 0.1988
H -3.701 7.445 11.972 0.2000
H -6.134 5.435 6.261 0.3125
H -8.408 5.433 4.899 0.3021
H -6.508 13.310 7.498 0.3140
H -7.498 11.030 6.946 0.3086
H -1.331 9.432 9.915 0.0268
H -1.764 11.617 14.558 0.3029
H -10.259 6.522 6.005 0.3478
H -3.187 7.423 13.608 0.4229
```

Values from the calculation:
Largest force on an atom   3.89 eV/Å
Relative energy (zero: lowest compared OMol25 entry of this formula, charge and spin)   1.224 eV
E_LUMO (alpha / beta)   4.3 / 4.3 eV
Net charge   -2
Spin multiplicity   2
HOMO-LUMO gap (alpha / beta)   5.742 / 5.786 eV



A structure of composition C14H23I2O3P2Pt. Source: OMol25; level of theory: ωB97M-V/def2-TZVPD.

XYZ file:
```
45
Properties=species:S:1:pos:R:3:mulliken_charge:R:1
Pt 0.217 -0.289 -0.136 0.6832
I -2.091 -4.637 -1.583 0.3019
I -1.668 -4.719 1.270 0.3239
P -2.579 -1.310 0.242 0.7578
P 1.825 -2.099 -0.423 0.5978
O 0.002 2.137 1.508 -0.2955
O 2.772 1.392 -1.616 -0.5783
O 0.573 1.434 -1.702 -0.7548
C 2.334 -2.227 -2.301 -0.9563
C -2.931 0.239 1.110 -1.3644
C -0.174 4.897 -0.055 -0.3834
C 0.299 1.272 0.779 0.2847
C 1.942 -3.782 0.233 -0.9920
C 2.068 4.760 0.967 -0.2457
C 1.501 3.352 -0.862 0.2781
C 1.715 1.993 -1.443 0.6155
C 2.420 3.720 0.096 -0.4562
C -3.408 -2.397 1.465 -0.8568
C 0.121 3.821 -0.889 -0.1330
C 3.140 -1.130 0.424 -1.2431
C 0.859 5.433 0.764 -0.3338
C -4.055 -1.423 -0.884 -1.1263
H 4.129 -1.557 0.386 0.4175
H -3.963 -0.595 -1.573 0.4072
H 2.745 -1.152 1.418 0.4519
H -2.468 0.282 2.102 0.4051
H -4.472 -2.360 1.579 0.4728
H 0.609 6.312 1.350 0.4306
H -1.265 5.154 0.133 0.3792
H -3.183 -3.543 1.031 0.1083
H 3.223 -0.108 0.156 0.2835
H 2.729 4.776 1.840 0.4165
H 1.491 -2.774 -2.752 0.3447
H 2.401 -1.239 -2.770 0.3108
H 3.344 3.189 0.299 0.4848
H 1.697 -3.721 1.287 0.3592
H 2.860 -4.368 0.183 0.4304
H -4.013 0.181 1.205 0.4525
H -0.607 3.157 -1.393 0.5019
H 3.282 -2.793 -2.484 0.4107
H -3.011 -2.179 2.511 0.4442
H -2.626 1.097 0.514 0.3933
H -3.920 -2.388 -1.373 0.2730
H -5.037 -1.443 -0.441 0.4227
H 1.169 -4.368 -0.172 0.2756
```

Values from the calculation:
Largest force on an atom   7.55 eV/Å
E_LUMO (alpha / beta)   -12.3 / -12.8 eV
Net charge   +3
Spin multiplicity   5
HOMO-LUMO gap (alpha / beta)   5.904 / 5.572 eV



A structure of composition C14H23N2O3RuSe2Te2. Source: OMol25; level of theory: ωB97M-V/def2-TZVPD.

XYZ file:
```
47
Properties=species:S:1:pos:R:3:mulliken_charge:R:1
Te 2.335 2.617 -2.342 -0.0286
Te 1.813 0.077 -3.267 -0.0614
Ru 1.131 0.771 -0.620 1.8852
Se 2.145 -1.370 -1.279 -0.4217
Se 0.428 3.177 -0.891 -0.6103
O 4.390 2.684 1.822 -0.4181
O -0.828 0.198 -0.186 -1.0907
O 3.238 1.414 0.366 -0.5977
N 1.064 1.576 1.980 -0.4485
N 2.296 2.137 2.299 -0.3579
C -1.099 -2.121 0.406 0.0723
C -1.285 -0.966 -0.470 1.7164
C -1.648 -0.951 2.577 -1.6118
C 0.687 -1.869 2.242 -0.9298
C 3.314 2.037 1.418 0.7365
C 5.504 2.699 0.912 -0.6018
C -1.349 -3.362 -0.124 -0.4535
C -1.875 -3.523 -1.409 -1.1266
C -2.294 -2.407 -2.137 -0.5802
C -3.455 0.963 -1.490 -1.5498
C -2.676 0.036 -2.433 0.2233
C -1.673 0.839 -3.266 -0.9651
C -0.796 -2.032 1.897 0.5262
C -2.059 -1.132 -1.689 0.1666
H -1.110 0.189 -3.935 0.1882
H 0.786 0.914 2.694 0.3145
H -2.036 -4.517 -1.805 0.4210
H -1.107 -2.995 2.309 0.5609
H 5.249 3.277 0.026 0.2588
H -1.496 -0.978 3.657 0.4373
H -2.830 -2.541 -3.068 0.4826
H -1.387 0.039 2.210 0.1969
H 5.779 1.687 0.627 0.2847
H 1.068 -0.920 1.883 -0.2119
H -2.782 1.477 -0.807 0.2038
H 1.279 -2.671 1.801 0.2835
H -3.393 -0.405 -3.130 0.6074
H 0.822 -1.910 3.325 0.4619
H -2.709 -1.116 2.385 0.3831
H -2.211 1.569 -3.872 0.4482
H -0.991 1.385 -2.616 0.0697
H -3.983 1.713 -2.078 0.4521
H 0.361 2.301 1.904 0.3488
H -4.188 0.401 -0.909 0.3705
H 6.314 3.177 1.451 0.2348
H -1.169 -4.237 0.488 0.4878
H 2.429 2.670 3.143 0.2426
```

Values from the calculation:
Largest force on an atom   1.30 eV/Å
Relative energy (zero: lowest compared OMol25 entry of this formula, charge and spin)   1.055 eV
E_LUMO (alpha / beta)   -4.2 / -5.6 eV
Net charge   +1
Spin multiplicity   5
HOMO-LUMO gap (alpha / beta)   6.405 / 5.057 eV



A structure of composition C14H23O6S2Se2V. Source: OMol25; level of theory: ωB97M-V/def2-TZVPD.

XYZ file:
```
48
Properties=species:S:1:pos:R:3:mulliken_charge:R:1
Se -0.067 0.248 -1.870 -0.1963
Se -2.501 0.714 0.611 -0.0886
V -0.630 -0.506 0.192 0.9074
S 0.631 -0.568 2.433 1.4290
S -2.622 -2.950 0.160 0.5607
O -3.127 -1.019 -2.274 -0.3511
O -1.297 -2.227 -0.268 -0.3772
O 0.959 0.067 3.651 -0.6130
O -0.758 -1.086 2.264 -0.5010
O -2.803 3.842 -3.015 -0.5317
O 0.758 0.301 1.167 -0.5325
C -2.195 -3.819 1.642 -1.0261
C 4.243 -5.280 1.365 -1.4244
C 1.891 -2.854 3.106 -0.8923
C 3.145 -3.135 0.638 -0.8721
C 1.716 -1.897 2.105 0.5201
C -2.638 -4.284 -0.980 -1.0075
C -3.700 0.260 -2.515 -1.4421
C 2.695 -3.946 2.845 -0.6985
C -2.798 1.475 -2.274 2.5778
C 3.334 -4.106 1.612 0.7978
C -3.451 2.588 -3.125 -1.3943
C 2.344 -2.026 0.873 -0.3495
C -2.761 1.975 -0.834 -1.7345
C -1.388 1.300 -2.827 -1.6369
H -3.012 -4.518 1.832 0.5267
H -3.713 2.443 -0.572 0.5518
H -1.621 -4.668 -1.050 0.3212
H -3.154 4.324 -2.259 0.3556
H -4.582 0.324 -1.877 0.3852
H -1.979 2.721 -0.709 0.5267
H -3.329 -5.035 -0.597 0.4757
H 3.649 -3.232 -0.316 0.4025
H -2.990 -3.898 -1.934 0.2924
H -1.403 0.865 -3.828 0.5349
H 2.266 -1.257 0.117 0.6510
H -2.496 -1.219 -2.975 0.2776
H 2.846 -4.690 3.618 0.4218
H -4.513 2.669 -2.868 0.4713
H 3.870 -6.182 1.849 0.3814
H 4.355 -5.483 0.301 0.3747
H -0.909 2.275 -2.905 0.5886
H 1.423 -2.736 4.075 0.4684
H -2.116 -3.097 2.451 0.2845
H -1.251 -4.339 1.482 0.3041
H -3.394 2.301 -4.176 0.4915
H 5.239 -5.080 1.767 0.3068
H -4.053 0.303 -3.551 0.4822
```

Values from the calculation:
Largest force on an atom   1.43 eV/Å
Relative energy (zero: lowest compared OMol25 entry of this formula, charge and spin)   0.000 eV
E_LUMO (alpha / beta)   -4.8 / -3.4 eV
Net charge   +1
Spin multiplicity   2
HOMO-LUMO gap (alpha / beta)   7.077 / 8.794 eV



A structure of composition C14H24BN6O7ScSe. Source: OMol25; level of theory: ωB97M-V/def2-TZVPD.

XYZ file:
```
54
Properties=species:S:1:pos:R:3:mulliken_charge:R:1
Se -0.626 -13.535 -9.423 1.2007
Sc -2.539 -12.073 -10.992 0.7552
O 0.913 -13.119 -8.989 -0.6764
O -3.773 -13.721 -10.552 -0.2515
O -5.641 -12.532 -12.362 -0.2171
O -1.312 -14.949 -8.954 -0.7176
O -1.676 -12.263 -9.076 -0.5767
O -0.809 -13.291 -11.091 -0.5623
O -2.824 -12.392 -13.080 -0.4978
N -2.243 -9.073 -11.922 -0.2126
N -3.227 -13.600 -14.925 0.1826
N -1.529 -10.202 -11.554 0.5779
N -5.334 -15.095 -9.724 0.1625
N -4.638 -9.743 -11.020 -0.2462
N -4.117 -10.772 -10.245 0.5408
C -1.435 -8.022 -11.921 -0.1354
C -1.787 -13.923 -15.031 -1.0406
C -4.401 -15.632 -8.686 -0.8066
C -0.122 -8.436 -11.578 -1.1076
C -5.785 -9.329 -10.474 -0.0913
C -3.651 -12.901 -13.882 0.8800
C -6.016 -10.041 -9.279 -1.1809
C -4.029 -13.935 -16.107 -1.1018
C -5.146 -12.705 -13.729 -1.1926
C -4.963 -14.151 -10.571 0.9645
C -0.248 -9.814 -11.387 -0.3267
C -6.013 -13.686 -11.559 -1.2404
C -4.905 -10.875 -9.158 -0.6009
C -6.691 -15.627 -9.633 -1.0666
B -3.790 -9.138 -12.181 0.3679
H -6.347 -8.546 -10.993 0.4296
H 0.756 -7.818 -11.443 0.3822
H -5.369 -11.728 -14.179 0.3777
H -6.310 -14.556 -12.185 0.4447
H -5.692 -13.485 -14.288 0.4805
H -1.324 -13.791 -14.047 0.2635
H -7.199 -15.294 -8.708 0.3144
H -6.666 -16.727 -9.682 0.3377
H -4.176 -8.007 -12.284 -0.1631
H -1.881 -7.073 -12.186 0.4162
H 0.507 -10.564 -11.137 0.4997
H -4.607 -11.504 -8.343 0.6613
H -4.726 -15.283 -7.704 0.3171
H -7.293 -15.281 -10.491 0.4290
H -3.363 -15.318 -8.849 0.1983
H -1.288 -13.246 -15.730 0.3573
H -4.772 -13.159 -16.322 0.4122
H -4.488 -16.733 -8.702 0.3166
H -1.677 -14.969 -15.352 0.4118
H -4.550 -14.900 -16.032 0.3050
H -3.976 -9.742 -13.207 -0.2142
H -6.873 -9.955 -8.619 0.4043
H -3.349 -13.994 -16.970 0.3800
H -6.880 -13.376 -10.952 0.4558
```

Values from the calculation:
Largest force on an atom   2.25 eV/Å
Relative energy (zero: lowest compared OMol25 entry of this formula, charge and spin)   0.000 eV
E_LUMO   -0.2 eV
Net charge   0
HOMO-LUMO gap   8.622 eV